{
  "formula": "C9H20N2O7",
  "method": "ωB97M-V with the def2-TZVPD basis set",
  "species": ["O", "O", "O", "O", "O", "O", "O", "C", "N", "N", "C", "C", "C", "C", "C", "C", "C", "C", "H", "H", "H", "H", "H", "H", "H", "H", "H", "H", "H", "H", "H", "H", "H", "H", "H", "H", "H", "H"],
  "positions_angstrom": [[1.083, 1.140, 1.032], [-2.295, -0.845, 3.034], [-3.656, -1.174, 1.204], [4.243, 0.934, -1.891], [2.144, 1.833, -2.431], [-1.452, -1.789, -0.485], [2.619, -1.162, -1.852], [0.412, 0.353, 0.412], [-0.891, 0.082, 0.715], [0.988, -0.170, -0.701], [-3.378, -0.875, 3.979], [-4.403, -2.275, 0.632], [4.994, 2.043, -2.459], [1.262, 2.900, -2.021], [-2.435, -1.598, 1.803], [2.931, 1.233, -1.374], [-1.205, -1.339, 0.875], [2.408, -0.149, -0.871], [-2.216, -1.251, -0.777], [2.620, -0.711, -2.704], [-1.255, 0.606, 1.466], [0.534, -1.003, -1.054], [-3.820, -1.860, 4.051], [-2.995, -0.562, 4.948], [-4.236, -0.180, 3.727], [-4.703, -2.894, 1.474], [-3.786, -2.858, -0.084], [-5.322, -1.927, 0.142], [4.765, 2.085, -3.519], [4.780, 3.030, -1.999], [6.056, 1.860, -2.390], [1.863, 3.683, -1.569], [0.531, 2.568, -1.261], [0.718, 3.329, -2.925], [-2.477, -2.675, 2.064], [2.995, 1.924, -0.518], [-0.368, -1.918, 1.297], [2.949, -0.391, 0.030]],
  "total_charge": 0,
  "max_force_ha_per_bohr": 0.04431,
  "e_lumo_ev": 0.714,
  "smiles": "COC(OC)[C@H](O)NC(=O)N[C@H](O)C(OC)OC",
  "homo_ev": -9.57,
  "homo_lumo_gap_ev": 10.286,
  "relative_energy_kj_mol": 0.0
}

***

{
  "formula": "C37H30N10O9V",
  "method": "ωB97M-V with the def2-TZVPD basis set",
  "species": ["V", "C", "N", "C", "N", "C", "N", "C", "C", "C", "C", "C", "C", "C", "N", "N", "C", "O", "C", "C", "C", "C", "C", "C", "N", "C", "N", "C", "N", "C", "H", "H", "H", "H", "H", "H", "H", "H", "H", "H", "H", "H", "H", "H", "H", "H", "C", "C", "C", "C", "C", "C", "C", "C", "C", "C", "O", "O", "H", "H", "H", "H", "H", "H", "H", "H", "H", "H", "H", "O", "C", "O", "C", "C", "C", "C", "C", "C", "N", "O", "O", "N", "O", "O", "H", "H", "H"],
  "positions_angstrom": [[-1.949, -0.274, -1.114], [3.917, -2.555, -1.571], [2.680, -1.803, -1.549], [1.401, -2.175, -1.410], [0.642, -1.103, -1.221], [1.533, -0.082, -1.256], [2.758, -0.475, -1.460], [4.791, -1.978, -0.474], [6.058, -1.470, -0.731], [6.753, -0.781, 0.251], [6.187, -0.560, 1.491], [4.932, -1.102, 1.770], [4.253, -1.828, 0.796], [4.289, -0.866, 3.041], [4.757, -0.234, 4.078], [3.805, -0.217, 5.006], [2.771, -0.838, 4.520], [3.015, -1.281, 3.262], [1.484, -1.041, 5.141], [1.237, -0.548, 6.422], [-0.007, -0.737, 6.990], [-1.023, -1.360, 6.279], [-0.793, -1.817, 4.987], [-1.910, -2.339, 4.107], [-1.929, -1.521, 2.909], [-1.950, -1.862, 1.619], [-1.804, -0.770, 0.875], [-1.697, 0.232, 1.787], [-1.770, -0.203, 3.011], [0.472, -1.687, 4.436], [4.401, -2.421, -2.542], [3.694, -3.614, -1.426], [1.046, -3.185, -1.460], [1.290, 0.949, -1.102], [6.503, -1.599, -1.706], [7.732, -0.386, 0.029], [6.687, 0.030, 2.242], [3.283, -2.243, 1.036], [2.024, -0.023, 6.938], [-0.199, -0.371, 7.986], [-1.995, -1.478, 6.732], [-2.867, -2.257, 4.629], [-1.753, -3.379, 3.814], [-2.077, -2.861, 1.248], [-1.557, 1.268, 1.525], [0.675, -2.060, 3.442], [-2.717, 4.650, 0.604], [-3.402, 3.396, 0.167], [-3.479, 3.085, -1.189], [-3.960, 1.860, -1.625], [-4.055, 1.550, -3.096], [-4.439, 0.951, -0.659], [-4.520, 1.311, 0.695], [-5.214, 0.424, 1.683], [-3.975, 2.525, 1.089], [-4.647, -0.488, -1.066], [-5.667, -1.101, -1.172], [-3.426, -0.982, -1.251], [-1.901, 4.887, -0.075], [-2.317, 4.553, 1.610], [-3.417, 5.485, 0.600], [-3.109, 3.805, -1.904], [-3.401, 2.200, -3.676], [-5.078, 1.715, -3.440], [-3.813, 0.504, -3.313], [-5.007, -0.629, 1.499], [-6.289, 0.561, 1.567], [-4.947, 0.672, 2.709], [-3.973, 2.786, 2.139], [-0.578, 3.074, -2.205], [-0.616, 1.899, -2.471], [-1.094, 0.984, -1.682], [-0.012, 1.320, -3.726], [-0.248, -0.006, -4.076], [0.472, -0.566, -5.121], [1.381, 0.176, -5.860], [1.558, 1.510, -5.528], [0.884, 2.088, -4.464], [2.523, 2.315, -6.282], [2.571, 3.488, -6.018], [3.195, 1.732, -7.092], [0.324, -1.989, -5.394], [-0.283, -2.632, -4.566], [0.848, -2.424, -6.385], [-0.970, -0.622, -3.531], [1.929, -0.283, -6.670], [1.076, 3.120, -4.202]],
  "total_charge": 1,
  "max_force_ha_per_bohr": 0.10959,
  "e_lumo_ev": [-3.578, -3.563],
  "multiplicity": 3,
  "homo_ev": [-10.79, -10.79],
  "homo_lumo_gap_ev": [7.208, 7.224],
  "relative_energy_kj_mol": 279.3
}

***

{
  "formula": "C22H66F2InNO15S2",
  "method": "ωB97M-V with the def2-TZVPD basis set",
  "species": ["In", "N", "S", "O", "O", "F", "S", "O", "O", "F", "C", "C", "O", "H", "H", "H", "H", "H", "H", "C", "C", "O", "H", "H", "H", "H", "H", "H", "C", "C", "O", "H", "H", "H", "H", "H", "H", "C", "C", "O", "H", "H", "H", "H", "H", "H", "C", "C", "O", "H", "H", "H", "H", "H", "H", "C", "C", "O", "H", "H", "H", "H", "H", "H", "C", "C", "O", "H", "H", "H", "H", "H", "H", "C", "C", "O", "H", "H", "H", "H", "H", "H", "C", "C", "O", "H", "H", "H", "H", "H", "H", "C", "C", "O", "H", "H", "H", "H", "H", "H", "C", "C", "O", "H", "H", "H", "H", "H", "H"],
  "positions_angstrom": [[3.755, -0.722, 0.236], [0.901, -0.382, 0.296], [-0.188, 0.588, -0.090], [-0.883, 1.360, 0.960], [-0.877, 0.412, -1.381], [0.921, 1.666, -0.578], [-0.256, -1.422, 0.970], [-1.066, -2.191, 0.026], [-0.788, -1.174, 2.304], [0.835, -2.564, 1.366], [0.686, 3.301, -4.011], [2.122, 3.795, -3.818], [3.058, 2.750, -4.122], [0.441, 3.030, -5.038], [-0.076, 4.015, -3.697], [0.578, 2.455, -3.333], [2.164, 4.094, -2.770], [2.262, 4.698, -4.413], [3.870, 2.968, -3.659], [2.860, -0.663, 5.351], [2.160, -0.996, 4.012], [2.950, -1.670, 3.038], [3.605, 0.125, 5.239], [3.337, -1.576, 5.707], [2.168, -0.339, 6.129], [1.834, -0.079, 3.520], [1.280, -1.616, 4.183], [3.567, -2.276, 3.454], [1.847, -4.540, -2.860], [1.482, -3.872, -1.571], [2.626, -3.310, -0.904], [2.655, -5.266, -2.767], [2.132, -3.854, -3.658], [0.942, -5.021, -3.231], [0.960, -4.553, -0.899], [0.728, -3.091, -1.669], [3.061, -4.051, -0.475], [-1.133, 2.839, 5.111], [-0.266, 1.892, 4.229], [0.597, 2.670, 3.454], [-1.847, 3.531, 4.663], [-0.542, 3.423, 5.816], [-1.754, 2.222, 5.761], [-0.925, 1.313, 3.582], [0.357, 1.221, 4.820], [0.156, 3.305, 2.886], [-3.353, 2.803, -2.871], [-3.886, 4.182, -2.547], [-4.895, 4.030, -1.533], [-2.991, 2.389, -1.929], [-2.535, 2.953, -3.575], [-4.074, 2.159, -3.374], [-4.187, 4.790, -3.400], [-3.019, 4.718, -2.160], [-5.135, 4.934, -1.318], [3.129, 3.874, 0.191], [3.481, 3.111, 1.481], [2.706, 1.930, 1.657], [3.383, 3.237, -0.657], [3.646, 4.831, 0.122], [2.075, 4.150, 0.157], [3.396, 3.837, 2.290], [4.536, 2.847, 1.413], [2.059, 2.053, 2.355], [-1.354, -1.888, -3.752], [-1.978, -0.610, -4.352], [-2.353, -0.873, -5.695], [-0.414, -2.016, -4.289], [-2.040, -2.734, -3.781], [-1.103, -1.742, -2.702], [-1.250, 0.197, -4.270], [-2.848, -0.372, -3.740], [-3.052, -1.531, -5.690], [-2.669, 4.157, 1.547], [-1.364, 4.682, 0.995], [-0.493, 4.826, 2.046], [-3.063, 4.809, 2.326], [-2.603, 3.144, 1.945], [-3.436, 4.249, 0.778], [-1.617, 5.612, 0.486], [-0.954, 4.028, 0.226], [0.179, 5.494, 1.892], [-3.662, -3.357, 1.962], [-4.972, -3.905, 2.615], [-6.129, -3.757, 1.756], [-3.931, -2.499, 1.346], [-3.218, -4.070, 1.266], [-2.788, -3.209, 2.597], [-5.198, -3.371, 3.538], [-4.878, -4.975, 2.798], [-6.920, -3.954, 2.264], [-0.336, -5.661, 2.233], [0.678, -6.875, 2.382], [1.061, -6.910, 3.740], [-0.579, -5.476, 1.187], [0.167, -4.756, 2.573], [-1.280, -5.846, 2.747], [1.505, -6.740, 1.684], [0.170, -7.798, 2.101], [1.781, -7.538, 3.833], [3.170, -0.763, -4.592], [2.224, -0.588, -3.445], [2.702, 0.383, -2.530], [3.155, 0.093, -5.266], [2.785, -1.606, -5.166], [4.199, -1.029, -4.353], [2.034, -1.523, -2.919], [1.273, -0.225, -3.834], [2.765, 1.242, -2.953]],
  "total_charge": 2,
  "max_force_ha_per_bohr": 0.22008,
  "e_lumo_ev": -12.495,
  "homo_ev": -14.09,
  "homo_lumo_gap_ev": 1.597,
  "relative_energy_kj_mol": 221.7
}

***

{
  "formula": "C7H9NOS",
  "method": "ωB97M-V with the def2-TZVPD basis set",
  "species": ["C", "C", "C", "C", "C", "C", "C", "N", "O", "S", "H", "H", "H", "H", "H", "H", "H", "H", "H"],
  "positions_angstrom": [[-0.782, 2.236, -0.307], [0.079, 1.950, 0.762], [-1.524, 1.372, -1.007], [0.447, 0.691, 0.953], [-1.292, -0.092, -0.626], [0.091, -0.294, -0.073], [2.155, -1.609, 0.082], [0.779, -1.328, -0.445], [-3.716, -1.583, -0.070], [-2.867, -0.229, 0.429], [-0.875, 3.275, -0.431], [0.377, 2.796, 1.268], [-2.312, 1.661, -1.747], [1.267, 0.546, 1.697], [-1.335, -0.724, -1.504], [2.145, -1.419, 1.254], [2.256, -2.650, -0.215], [2.913, -0.949, -0.228], [-3.704, -2.232, 0.590]],
  "total_charge": 0,
  "max_force_ha_per_bohr": 0.08152,
  "e_lumo_ev": -0.109,
  "smiles": "C/N=C1\\C=CC=C[C@@H]1SO",
  "homo_ev": -8.35,
  "homo_lumo_gap_ev": 8.246,
  "relative_energy_kj_mol": 228.4
}

***

{
  "formula": "C6H10",
  "method": "ωB97M-V with the def2-TZVPD basis set",
  "species": ["C", "C", "C", "C", "C", "C", "H", "H", "H", "H", "H", "H", "H", "H", "H", "H"],
  "positions_angstrom": [[-0.449, 1.718, 0.450], [0.595, 1.126, -0.494], [0.466, -0.348, -0.306], [-0.163, -1.364, -1.172], [-0.708, -1.161, 0.203], [0.570, -1.094, 0.968], [-0.659, 2.766, 0.167], [-0.053, 1.779, 1.474], [1.618, 1.452, -0.272], [0.385, 1.394, -1.537], [0.301, -2.319, -1.384], [-0.730, -0.920, -2.000], [-1.692, -1.411, 0.577], [-1.222, 0.836, 0.420], [1.151, -2.005, 1.050], [0.590, -0.448, 1.855]],
  "total_charge": 0,
  "max_force_ha_per_bohr": 0.05625,
  "e_lumo_ev": 1.172,
  "smiles": "CC[C@]12C[C@H]1C2",
  "homo_ev": -8.50,
  "homo_lumo_gap_ev": 9.673,
  "relative_energy_kj_mol": 284.6
}